Record 1
Computed, not measured: 2 unconnected molecules or ions with the total composition C13H21N2O5 at a distorted geometry, with ωB97M-V/def2-TZVPD.

XYZ file:
```
41
C13H21N2O5 ωB97M-V/def2-TZVPD
N -0.378 -2.045 -3.752
C 0.621 -2.652 -2.745
C 0.247 -2.287 -1.191
O -1.091 -1.678 -1.020
C 1.361 -1.359 -0.416
C 1.634 0.105 -1.102
C 3.016 0.332 -1.992
C 3.143 1.978 -1.722
C 2.955 1.919 -0.081
N 1.618 1.172 0.013
H -0.167 -2.448 -4.709
H -1.360 -2.382 -3.519
H 0.566 -3.827 -2.855
H 1.679 -2.206 -3.038
H 0.216 -3.322 -0.598
H -1.034 -0.686 -0.888
H 2.341 -2.033 -0.326
H 0.966 -1.229 0.700
H 0.807 0.216 -1.930
H 2.966 0.235 -3.157
H 3.958 -0.223 -1.537
H 4.093 2.524 -2.166
H 2.092 2.339 -2.154
H 3.703 1.052 0.239
H 3.106 2.889 0.554
H 1.673 0.810 1.012
H 0.781 1.776 -0.214
C -3.304 0.748 1.402
C -4.174 0.513 2.387
C -3.754 0.551 3.815
O -4.580 0.350 4.699
C -2.340 0.828 4.111
C -1.470 1.059 3.126
C -1.895 1.048 1.700
O -1.076 1.282 0.818
O -0.138 1.317 3.397
O -5.499 0.227 2.115
H -3.596 0.726 0.360
H -2.045 0.834 5.152
H 0.285 1.452 2.521
H -5.923 0.098 2.991
```

E_HOMO ... -0.4436 hartree
2S+1 ... 1
LUMO level ... -0.166 Eh
Relative energy (zero: lowest compared OMol25 entry of this formula, charge and spin) ... 3.822 eV
Calculated total energy ... -27028.4626 eV
Net charge ... +1

---

Record 2
Computed, not measured: a molecular structure, C35H25Cl2N5O3SSiTc at a distorted geometry, with ωB97M-V/def2-TZVPD.

XYZ file:
```
73
C35H25Cl2N5O3SSiTc ωB97M-V/def2-TZVPD
Tc -0.242 -0.054 -0.304
O -3.803 2.628 -0.898
C -3.939 2.929 0.404
C -4.696 4.051 0.741
C -4.851 4.418 2.062
C -4.267 3.672 3.083
C -3.513 2.563 2.763
C -3.335 2.178 1.429
C -2.421 1.071 1.107
O -2.249 0.730 -0.138
N -1.772 0.468 2.088
N -0.833 -0.347 1.568
C -0.325 -1.342 2.269
C 0.456 -2.219 1.488
C 1.073 -3.387 1.967
C 1.696 -4.234 1.089
C 1.707 -3.913 -0.280
C 1.105 -2.760 -0.698
N 0.493 -1.893 0.146
H -3.200 1.859 -0.963
H -5.145 4.624 -0.059
H -5.431 5.301 2.299
H -4.394 3.968 4.116
H -3.035 1.962 3.523
H -0.586 -1.509 3.305
H 1.027 -3.592 3.028
H 2.163 -5.146 1.437
H 2.179 -4.566 -1.000
H 1.093 -2.478 -1.743
Cl 0.293 0.728 -5.231
C 0.216 1.931 -3.993
C 0.222 3.284 -4.346
C 0.178 4.261 -3.385
Cl 0.208 5.927 -3.865
C 0.118 3.927 -2.015
C 0.075 4.848 -0.948
C -0.026 4.385 0.337
C -0.068 3.007 0.577
N 0.007 2.119 -0.393
C 0.095 2.555 -1.680
C 0.152 1.521 -2.666
O 0.151 0.281 -2.270
H 0.267 3.555 -5.391
H 0.128 5.907 -1.159
H -0.077 5.068 1.173
H -0.178 2.622 1.583
S 1.772 1.490 3.477
C 2.148 0.864 2.100
N 2.437 0.382 1.040
C 4.540 4.807 -0.932
C 5.274 4.223 0.089
C 5.121 2.873 0.370
C 4.237 2.081 -0.365
C 3.507 2.686 -1.391
C 3.655 4.035 -1.672
Si 3.953 0.296 0.139
C 3.925 -0.899 -1.290
C 3.102 -0.717 -2.405
C 3.224 -1.523 -3.524
C 4.179 -2.530 -3.554
C 4.989 -2.742 -2.447
C 4.865 -1.931 -1.330
H 4.651 5.863 -1.147
H 5.966 4.819 0.671
H 5.695 2.427 1.176
H 2.810 2.102 -1.982
H 3.077 4.484 -2.472
H 4.965 -0.145 1.115
H 2.334 0.045 -2.396
H 2.573 -1.355 -4.374
H 4.292 -3.146 -4.437
H 5.724 -3.537 -2.455
H 5.506 -2.109 -0.473
```

E_HOMO (alpha / beta) ... -0.2734 / -0.2497 hartree
2S+1 ... 2
LUMO level (alpha / beta) ... -0.035 / -0.027 Eh
Calculated total energy ... -96252.5291 eV
Net charge ... 0
Expectation value of S² ... 1.0086

---

Record 3
Computed, not measured: 8 unconnected molecules or ions with the total composition C38H96F6N6O18S2 at a distorted geometry, with ωB97M-V/def2-TZVPD.

XYZ file:
```
166
C38H96F6N6O18S2 ωB97M-V/def2-TZVPD
C -5.732 2.528 0.694
O -4.736 1.484 0.928
C -3.579 2.065 1.503
C -2.345 1.221 1.119
N -2.691 -0.217 1.524
H -2.599 -0.297 2.527
H -3.696 -0.259 1.436
C -1.886 -1.306 0.797
C -2.497 -2.608 1.163
O -3.865 -2.413 0.913
C -4.618 -3.587 1.136
H -6.028 3.094 1.577
H -6.579 2.059 0.192
H -5.346 3.292 0.020
H -3.668 2.216 2.579
H -3.331 3.109 1.311
H -1.358 1.478 1.505
H -2.331 1.343 0.036
H -0.875 -1.230 1.198
H -1.834 -1.117 -0.275
H -2.265 -2.877 2.194
H -2.065 -3.460 0.638
H -4.635 -4.337 0.345
H -5.682 -3.396 1.273
H -4.612 -4.125 2.084
C 2.098 3.212 2.054
O 1.519 3.778 3.303
C 1.498 2.700 4.267
C 0.732 3.060 5.609
N -0.646 3.723 5.257
H -0.555 4.454 4.566
H -1.271 3.086 4.785
C -1.523 4.171 6.370
C -2.997 4.021 6.071
O -3.357 2.704 5.570
C -4.709 2.597 5.283
H 1.407 2.419 1.766
H 3.050 2.732 2.276
H 2.042 4.093 1.414
H 2.494 2.360 4.551
H 1.112 1.789 3.810
H 1.313 3.831 6.115
H 0.545 2.132 6.150
H -1.076 5.024 6.879
H -1.363 3.435 7.157
H -3.156 4.797 5.322
H -3.347 4.329 7.056
H -4.914 1.657 4.770
H -5.026 3.352 4.564
H -5.407 2.419 6.100
C -5.556 0.090 -5.420
O -4.600 -1.027 -5.566
C -4.476 -1.300 -7.014
C -3.554 -2.525 -7.069
N -2.480 -2.476 -5.922
H -1.786 -1.759 -6.076
H -2.952 -2.204 -5.072
C -1.703 -3.761 -5.578
C -2.537 -4.671 -4.659
O -2.686 -3.974 -3.446
C -1.627 -4.093 -2.471
H -5.474 0.703 -6.318
H -5.300 0.647 -4.519
H -6.591 -0.240 -5.327
H -4.069 -0.419 -7.510
H -5.459 -1.441 -7.464
H -3.029 -2.682 -8.012
H -4.223 -3.342 -6.801
H -0.776 -3.539 -5.048
H -1.717 -4.177 -6.586
H -2.136 -5.661 -4.441
H -3.577 -4.813 -4.954
H -1.681 -3.333 -1.692
H -0.651 -4.211 -2.943
H -2.081 -5.021 -2.126
C 6.358 0.896 -1.738
O 6.011 0.182 -2.956
C 4.668 0.630 -3.401
C 4.304 -0.296 -4.536
N 4.275 -1.780 -4.023
H 5.023 -2.059 -3.406
H 3.460 -1.921 -3.444
C 4.190 -2.847 -5.184
C 4.318 -4.231 -4.412
O 5.742 -4.612 -4.253
C 5.889 -6.023 -4.310
H 6.119 0.321 -0.844
H 5.809 1.837 -1.775
H 7.422 1.118 -1.823
H 4.662 1.620 -3.859
H 3.916 0.606 -2.613
H 5.048 -0.310 -5.333
H 3.311 -0.223 -4.979
H 5.106 -2.669 -5.748
H 3.291 -2.840 -5.799
H 3.591 -4.977 -4.732
H 3.922 -4.109 -3.404
H 6.946 -6.286 -4.320
H 5.452 -6.405 -5.232
H 5.452 -6.407 -3.389
C -5.614 7.508 -0.303
O -4.465 7.417 -1.134
C -3.713 8.574 -1.283
C -2.444 8.382 -2.066
N -1.551 7.371 -1.414
H -1.251 7.312 -0.451
H -1.920 6.459 -1.645
C -0.131 7.347 -2.192
C 0.795 6.277 -1.618
O 0.067 5.067 -1.441
C 0.786 3.837 -1.071
H -6.457 7.978 -0.810
H -5.400 8.112 0.578
H -5.966 6.592 0.170
H -3.576 9.126 -0.353
H -4.354 9.083 -2.002
H -2.006 9.379 -2.129
H -2.653 7.976 -3.055
H 0.331 8.317 -2.009
H -0.393 7.257 -3.246
H 1.355 6.593 -0.738
H 1.564 6.052 -2.357
H 1.024 3.295 -1.987
H 0.265 3.194 -0.360
H 1.729 3.982 -0.544
C 3.925 -0.846 3.837
O 4.255 -2.003 4.555
C 3.463 -2.403 5.723
C 2.596 -3.621 5.481
N 2.280 -3.762 4.015
H 1.585 -3.031 3.946
H 3.053 -3.535 3.407
C 1.561 -4.980 3.527
C 0.009 -4.893 3.668
O -0.239 -4.716 5.058
C -1.569 -4.722 5.408
H 3.372 -0.091 4.395
H 3.338 -1.100 2.954
H 4.909 -0.505 3.516
H 2.857 -1.518 5.915
H 4.129 -2.369 6.586
H 1.667 -3.625 6.051
H 3.148 -4.461 5.903
H 2.093 -5.829 3.956
H 1.903 -4.977 2.492
H -0.469 -5.842 3.426
H -0.473 -4.194 2.984
H -2.117 -3.949 4.868
H -1.743 -4.295 6.396
H -2.032 -5.666 5.694
C 5.998 -3.681 -0.316
F 6.242 -2.820 -1.235
F 5.983 -3.047 0.859
F 4.728 -4.157 -0.513
S 7.212 -5.228 -0.250
O 8.210 -5.003 -1.310
O 7.826 -5.221 1.094
O 6.373 -6.372 -0.454
C 2.140 -0.098 0.110
F 1.447 0.491 -0.854
F 3.457 0.396 0.167
F 1.437 0.092 1.278
S 2.075 -2.044 -0.202
O 2.870 -2.558 0.984
O 0.648 -2.463 -0.082
O 2.658 -2.365 -1.507
```

E_HOMO (alpha / beta) ... -0.6581 / -0.6580 hartree
2S+1 ... 2
LUMO level (alpha / beta) ... -0.370 / -0.436 Eh
Calculated total energy ... -124672.3954 eV
Net charge ... +5
Expectation value of S² ... 0.7672

---

Record 4
Computed, not measured: 2 unconnected molecules or ions with the total composition C2H11N2O at a distorted geometry, with ωB97M-V/def2-TZVPD.

XYZ file:
```
16
C2H11N2O ωB97M-V/def2-TZVPD
C -0.054 1.371 1.874
N 0.419 1.238 0.459
H 0.240 2.359 2.249
H -1.133 1.479 1.941
H 0.236 0.469 2.401
H -0.369 0.790 -0.066
H 1.240 0.631 0.322
H 0.728 2.185 0.073
N -0.754 -0.527 -1.648
C -0.289 -1.653 -0.934
O 1.046 -1.365 -0.516
H -0.040 -0.062 -2.192
H -1.723 -0.481 -1.920
H -0.816 -1.728 0.046
H -0.391 -2.666 -1.347
H 1.659 -2.040 -0.740
```

E_HOMO (alpha / beta) ... -0.1084 / -0.3563 hartree
2S+1 ... 2
LUMO level (alpha / beta) ... 0.029 / 0.021 Eh
Relative energy (zero: lowest compared OMol25 entry of this formula, charge and spin) ... 0.932 eV
Calculated total energy ... -7276.0833 eV
Net charge ... 0
Expectation value of S² ... 0.7505

---

Record 5
Computed, not measured: C2H2FN in the gas phase at a distorted geometry, with ωB97M-V/def2-TZVPD.

XYZ file:
```
6
C2H2FN ωB97M-V/def2-TZVPD
N 0.575 -2.053 -0.649
C 0.278 -0.985 -0.289
C -0.130 0.487 0.212
F -0.490 1.250 -0.848
H 0.748 0.926 0.689
H -0.981 0.376 0.885
```

E_HOMO ... -0.4513 hartree
2S+1 ... 1
LUMO level ... 0.026 Eh
Relative energy (zero: lowest compared OMol25 entry of this formula, charge and spin) ... 0.142 eV
Calculated total energy ... -6312.8526 eV
SMILES ... N#CCF
Net charge ... 0